An isolated molecule of CHF2NO3S in a non-equilibrium geometry. Source: OMol25; level of theory: wB97M-V/def2-TZVPD.

- ΔE to the lowest compared entry with this formula, charge and spin: 14.4 kcal/mol
- Calculated total energy: -24953.8610 eV
- LUMO: -1.75 eV
- Structure (SMILES): O=C(F)NS(=O)(=O)F

Geometry as XYZ:
```
9
Properties=species:S:1:pos:R:3:forces:R:3
H -0.2831 0.6482 -0.1794 -0.71 2.57 0.50
N 0.1934 -0.1820 -0.2546 4.03 -4.36 0.00
S 2.2777 -0.6242 -0.0856 -3.04 4.02 -1.78
O 2.8149 0.6522 0.3098 -0.40 -1.99 -0.48
F -1.7161 -1.2272 -0.8551 1.05 -0.01 -0.20
O 2.4592 -1.8258 0.6309 -0.15 0.24 -0.98
O 0.2971 -2.0962 -1.4240 -0.60 -1.07 -0.16
F 2.4810 -0.7030 -1.7060 0.10 -0.39 2.80
C -0.3413 -1.2517 -0.8985 -0.28 0.98 0.30
```
Positions in Å, forces in eV/Å.